# 1
A 11-piece molecular cluster, C37H71F12N10O15S3 overall, computed with ωB97M-V/def2-TZVPD.

```
148
Properties=species:S:1:pos:R:3
C -1.869 -23.555 -4.264
O -2.631 -23.594 -2.979
O -1.137 -22.354 -4.055
C -1.064 -24.909 -4.453
F -0.453 -25.548 -3.441
F -1.895 -25.839 -5.038
F -0.071 -24.658 -5.372
C -4.029 -23.493 -3.244
C -4.680 -23.807 -1.862
H -4.479 -24.772 -1.398
H -4.108 -23.182 -1.176
H -5.713 -23.492 -1.715
H -4.455 -24.074 -4.062
H -4.368 -22.467 -3.388
H -2.486 -23.266 -5.115
C -8.122 -25.313 0.207
C -8.554 -23.865 0.549
O -8.102 -22.896 -0.034
N -9.499 -23.761 1.773
H -10.441 -23.463 1.560
H -9.593 -24.704 2.120
C -8.985 -22.920 2.950
H -8.988 -25.841 -0.192
H -7.684 -25.928 0.993
H -7.322 -25.266 -0.532
H -9.742 -23.092 3.715
H -9.078 -21.866 2.687
H -7.976 -23.073 3.334
C -1.612 -23.534 -8.118
C -2.924 -22.734 -8.499
O -3.969 -22.818 -7.914
N -2.767 -21.653 -9.521
H -3.053 -20.734 -9.217
H -1.782 -21.561 -9.727
C -3.413 -22.018 -10.887
H -0.990 -23.884 -8.941
H -1.914 -24.337 -7.445
H -1.014 -22.930 -7.436
H -3.017 -21.264 -11.567
H -4.480 -21.842 -10.748
H -3.216 -23.083 -11.010
C 2.287 -21.213 -5.184
C 1.298 -20.086 -5.410
O 1.400 -18.886 -5.088
N 0.052 -20.482 -6.133
H 0.186 -20.717 -7.106
H -0.087 -21.237 -5.477
C -1.088 -19.461 -5.975
H 2.396 -21.729 -6.138
H 1.845 -21.886 -4.450
H 3.316 -20.927 -4.967
H -0.771 -18.772 -6.757
H -1.049 -19.047 -4.967
H -2.102 -19.680 -6.308
C 1.374 -20.491 -1.443
C 0.736 -21.818 -1.171
O 1.390 -22.826 -0.904
N -0.819 -21.846 -1.106
H -1.119 -20.901 -0.916
H -1.173 -21.969 -2.044
C -1.295 -23.045 -0.272
H 0.991 -20.114 -2.391
H 2.424 -20.696 -1.654
H 1.203 -19.954 -0.510
H -2.310 -22.816 0.053
H -0.676 -23.120 0.622
H -1.295 -23.905 -0.943
C -9.418 -21.306 -2.986
C -8.098 -22.049 -3.383
N -7.625 -21.653 -4.686
C -6.650 -20.656 -4.887
C -6.410 -20.537 -6.256
N -7.342 -21.442 -6.868
C -8.065 -22.002 -5.919
C -7.451 -21.752 -8.358
H -10.292 -21.934 -3.155
H -9.521 -20.350 -3.500
H -9.479 -21.107 -1.916
H -8.262 -23.121 -3.493
H -7.255 -21.892 -2.710
H -6.260 -20.208 -3.985
H -5.742 -19.970 -6.888
H -8.807 -22.768 -6.090
H -8.065 -22.649 -8.435
H -6.483 -21.903 -8.836
H -7.826 -20.876 -8.887
C 0.956 -24.398 3.103
C 0.907 -25.862 2.844
N 0.706 -26.298 1.484
C 1.427 -25.796 0.455
C 1.011 -26.450 -0.742
N -0.098 -27.201 -0.446
C -0.300 -27.064 0.946
C -0.849 -28.026 -1.377
H 1.568 -23.900 2.351
H 1.563 -24.252 3.997
H 0.040 -23.811 3.164
H 0.055 -26.278 3.384
H 1.862 -26.266 3.181
H 2.157 -25.000 0.456
H 1.386 -26.352 -1.750
H -1.136 -27.477 1.490
H -1.610 -27.312 -1.690
H -1.498 -28.803 -0.974
H -0.194 -28.233 -2.223
C -4.531 -28.763 -5.340
C -3.462 -29.047 -4.255
N -4.005 -28.777 -2.926
C -4.484 -27.620 -2.416
C -4.914 -27.768 -1.076
N -4.467 -29.019 -0.737
C -3.985 -29.662 -1.870
C -4.721 -29.636 0.598
H -4.959 -27.763 -5.414
H -5.369 -29.455 -5.254
H -4.121 -28.981 -6.326
H -2.547 -28.478 -4.421
H -3.282 -30.122 -4.287
H -4.530 -26.737 -3.035
H -5.406 -27.171 -0.323
H -3.537 -30.640 -1.771
H -5.700 -30.109 0.668
H -4.617 -28.890 1.386
H -3.922 -30.358 0.772
C -4.734 -23.906 2.113
F -3.936 -22.886 2.442
F -5.637 -24.104 3.112
F -5.360 -23.584 0.977
S -3.738 -25.563 1.848
O -2.870 -25.504 3.045
O -4.655 -26.705 1.969
O -2.998 -25.482 0.581
C -4.087 -19.263 -2.723
F -4.762 -20.086 -1.900
F -3.697 -19.865 -3.836
F -4.902 -18.196 -2.949
S -2.523 -18.628 -1.747
O -2.074 -19.696 -0.788
O -1.470 -18.300 -2.717
O -2.951 -17.384 -1.025
C -7.124 -25.841 -5.807
F -5.754 -25.658 -5.636
F -7.820 -24.726 -5.786
F -7.273 -26.284 -7.049
S -7.894 -27.022 -4.407
O -7.874 -28.405 -4.901
O -7.163 -26.828 -3.139
O -9.288 -26.559 -4.331
```

Properties
- charge = +3
- E_HOMO (eV) = -13.78

Löwdin population analysis, charges in e, atoms 1 to 5: number 1, C, carries -0.3312; number 2, O, carries -0.1219; number 3, O, carries -0.2507; number 4, C, carries -0.4727; number 5, F, carries 0.1371

=====

# 2
A 9-piece molecular cluster, C37H72O13 overall, computed with ωB97M-V/def2-TZVPD.

```
122
Properties=species:S:1:pos:R:3
C 5.695 -0.612 -0.649
C 4.389 0.040 -1.047
O 3.956 0.937 -0.434
O 3.796 -0.526 -2.118
C 2.570 0.087 -2.491
C 1.347 -0.540 -1.806
O 1.362 -1.932 -1.936
O 1.249 -0.199 -0.432
C 0.021 0.289 -0.100
O -0.091 0.874 0.879
H 6.201 0.004 0.085
H 5.464 -1.586 -0.205
H 6.330 -0.767 -1.518
H 2.429 -0.135 -3.552
H 2.576 1.175 -2.411
H 0.474 -0.217 -2.386
H 1.908 -2.235 -1.190
H -0.836 0.116 -0.767
C -2.850 2.153 2.171
C -3.296 1.906 0.741
C -4.673 2.552 0.727
O -4.629 3.633 1.664
C -3.432 3.529 2.448
H -1.771 2.114 2.306
H -3.304 1.414 2.833
H -2.630 2.428 0.048
H -3.317 0.851 0.464
H -5.446 1.847 1.057
H -4.951 2.935 -0.257
H -2.748 4.323 2.126
H -3.670 3.683 3.502
C -4.597 -2.154 4.915
C -5.694 -1.935 3.882
C -5.092 -0.840 3.017
O -3.670 -1.023 3.052
C -3.340 -1.962 4.081
H -4.639 -3.128 5.402
H -4.656 -1.383 5.688
H -5.836 -2.843 3.290
H -6.655 -1.656 4.312
H -5.316 0.155 3.422
H -5.441 -0.882 1.986
H -3.036 -2.899 3.600
H -2.500 -1.583 4.664
C 0.623 -4.997 2.362
C -0.494 -4.765 1.353
C 0.170 -3.822 0.366
O 1.569 -4.139 0.367
C 1.854 -5.010 1.468
H 0.509 -5.912 2.941
H 0.675 -4.156 3.058
H -0.750 -5.705 0.860
H -1.403 -4.354 1.789
H 0.062 -2.779 0.682
H -0.223 -3.920 -0.646
H 2.045 -6.011 1.068
H 2.753 -4.664 1.981
C 7.051 2.940 -4.548
C 7.430 1.674 -5.301
C 7.663 0.692 -4.166
O 6.791 1.086 -3.097
C 6.250 2.381 -3.382
H 6.486 3.656 -5.145
H 7.952 3.437 -4.180
H 6.588 1.342 -5.916
H 8.299 1.790 -5.947
H 8.694 0.745 -3.800
H 7.449 -0.339 -4.450
H 5.194 2.256 -3.648
H 6.311 3.004 -2.489
C -4.277 -6.727 4.838
C -5.389 -6.494 3.825
C -4.717 -5.553 2.838
O -3.322 -5.878 2.844
C -3.044 -6.745 3.949
H -4.395 -7.640 5.419
H -4.226 -5.884 5.533
H -5.644 -7.435 3.332
H -6.298 -6.079 4.257
H -4.825 -4.507 3.149
H -5.109 -5.655 1.825
H -2.855 -7.749 3.553
H -2.147 -6.401 4.465
C -7.949 -0.332 -1.621
C -7.063 -1.436 -2.179
C -6.154 -1.733 -0.997
O -6.916 -1.465 0.186
C -8.116 -0.769 -0.175
H -8.899 -0.224 -2.144
H -7.423 0.625 -1.666
H -7.668 -2.315 -2.417
H -6.514 -1.149 -3.075
H -5.278 -1.073 -0.993
H -5.808 -2.767 -0.980
H -8.957 -1.462 -0.063
H -8.267 0.072 0.504
C -1.746 7.362 4.096
C -3.109 6.916 4.606
C -2.738 6.173 5.879
O -1.555 6.797 6.388
C -1.018 7.676 5.394
H -1.787 8.212 3.416
H -1.253 6.535 3.579
H -3.720 7.790 4.847
H -3.662 6.299 3.899
H -2.505 5.122 5.672
H -3.524 6.211 6.634
H -1.205 8.707 5.715
H 0.060 7.526 5.320
C 10.862 2.215 -9.405
C 10.584 3.646 -8.970
C 9.849 3.435 -7.657
O 10.359 2.222 -7.089
C 11.140 1.534 -8.074
H 11.688 2.121 -10.109
H 9.969 1.786 -9.866
H 11.526 4.170 -8.792
H 10.006 4.221 -9.693
H 8.773 3.308 -7.820
H 9.998 4.256 -6.953
H 12.195 1.626 -7.795
H 10.872 0.477 -8.077
```

Properties
- SMILES string = CC(=O)OC[C@@H](O)OC=O.C1CCOC1.C1CCOC1.C1CCOC1.C1CCOC1.C1CCOC1.C1CCOC1.C1CCOC1.C1CCOC1
- charge = 0
- E_HOMO (eV) = -9.13

Löwdin population analysis, charges in e, atoms 1 to 5: number 1, C, carries 0.0277; number 2, C, carries -0.5643; number 3, O, carries 0.1426; number 4, O, carries 0.0253; number 5, C, carries -0.0961

=====

| no. | maximum force (eV/A) | energy (eV) |
| --- | --- | --- |
| 1 | 6.7 | -150219.114 |
| 2 | 4.9 | -66150.597 |